Record 1
Below is a 8-piece molecular cluster, C65H139N7O9 overall, with properties calculated with the ωB97M-V functional and the def2-TZVPD basis.

XYZ file:
```
220
C65H139N7O9 the ωB97M-V functional and the def2-TZVPD basis
C -4.33 -0.64 -2.33
C -5.09 -1.95 -2.34
C -4.65 -2.81 -3.59
C -4.71 -2.83 -1.12
C -5.42 -2.42 0.09
C -6.96 -2.40 -0.10
C -7.40 -1.46 -1.24
C -8.85 -1.85 -1.40
C -7.22 0.00 -0.88
N -6.58 -1.77 -2.41
O -7.04 -1.13 -3.56
H -5.00 0.22 -2.44
H -3.88 -0.42 -1.36
H -3.54 -0.59 -3.08
H -5.14 -3.79 -3.56
H -4.80 -2.38 -4.58
H -3.61 -3.09 -3.40
H -4.90 -3.89 -1.29
H -3.64 -2.80 -0.89
H -5.29 -3.20 0.83
H -5.14 -1.42 0.42
H -7.40 -1.92 0.77
H -7.35 -3.41 0.01
H -9.30 -1.12 -2.07
H -9.43 -1.75 -0.49
H -9.00 -2.87 -1.77
H -6.20 0.33 -0.71
H -7.73 0.13 0.08
H -7.73 0.72 -1.51
H -6.52 -0.33 -3.50
C 4.81 5.55 -1.67
C 4.55 6.18 -0.31
C 4.62 7.72 -0.43
C 3.12 5.74 0.09
C 2.67 6.06 1.53
C 3.62 5.37 2.48
C 5.18 5.79 2.16
C 5.43 7.24 2.63
C 5.97 4.86 2.99
N 5.48 5.64 0.71
O 6.82 5.66 0.34
H 4.88 4.48 -1.50
H 3.98 5.74 -2.35
H 5.78 5.81 -2.11
H 5.64 8.12 -0.42
H 4.12 8.05 -1.34
H 3.99 8.32 0.22
H 2.42 6.22 -0.60
H 2.93 4.67 0.08
H 2.65 7.12 1.77
H 1.66 5.69 1.70
H 3.50 4.37 2.06
H 3.40 5.40 3.54
H 6.36 7.64 2.22
H 5.60 7.26 3.70
H 4.61 7.92 2.38
H 5.71 4.80 4.04
H 7.02 5.13 2.86
H 5.95 3.82 2.67
H 6.94 4.94 -0.28
C -1.29 -0.22 1.01
C 0.02 -0.78 0.31
C 0.40 -2.07 0.88
C -0.50 -1.02 -1.15
C -0.51 0.18 -2.06
C 0.89 0.91 -1.93
C 1.27 1.29 -0.49
C 2.76 1.71 -0.53
C 0.42 2.55 -0.05
N 1.21 0.07 0.35
O 1.71 0.24 1.70
H -1.95 -1.01 1.39
H -1.01 0.29 1.93
H -1.90 0.46 0.42
H 0.63 -2.06 1.95
H -0.43 -2.76 0.73
H 1.29 -2.48 0.40
H 0.13 -1.71 -1.72
H -1.51 -1.43 -1.07
H -0.63 -0.02 -3.13
H -1.31 0.88 -1.81
H 1.01 1.77 -2.59
H 1.61 0.25 -2.40
H 3.04 2.49 -1.23
H 3.49 0.90 -0.57
H 3.14 2.21 0.36
H -0.52 2.43 -0.59
H 0.79 3.51 -0.39
H 0.26 2.61 1.03
H 2.55 -0.21 1.58
C 4.27 1.59 -8.16
C 3.75 2.92 -7.67
C 4.29 4.12 -8.49
C 2.20 2.89 -7.68
C 1.62 1.85 -6.69
C 2.01 2.25 -5.24
C 3.54 2.51 -5.07
C 3.54 3.59 -3.92
C 4.23 1.20 -4.54
N 4.16 3.21 -6.25
O 5.52 3.45 -6.06
H 3.91 0.79 -7.51
H 3.96 1.47 -9.20
H 5.34 1.39 -8.07
H 4.13 5.06 -7.95
H 5.34 4.02 -8.77
H 3.85 4.23 -9.48
H 1.81 3.87 -7.41
H 1.86 2.75 -8.71
H 0.54 1.94 -6.80
H 1.82 0.80 -6.89
H 1.74 1.41 -4.60
H 1.42 3.11 -4.92
H 4.56 3.61 -3.54
H 2.78 3.52 -3.13
H 3.46 4.62 -4.26
H 4.16 0.32 -5.18
H 3.78 0.79 -3.64
H 5.29 1.39 -4.38
H 5.54 4.40 -5.93
C 1.25 0.01 5.59
C 1.11 1.32 6.42
C 2.03 1.16 7.64
C 1.64 2.57 5.61
C 0.61 2.94 4.51
C -0.73 3.36 5.12
C -1.35 2.20 5.94
C -2.49 2.75 6.87
C -1.98 1.03 5.06
N -0.28 1.65 6.82
O -0.86 0.74 7.76
H 2.20 0.03 5.06
H 1.36 -0.89 6.18
H 0.50 -0.18 4.81
H 1.89 1.94 8.38
H 1.93 0.23 8.20
H 3.06 1.03 7.30
H 1.86 3.35 6.33
H 2.49 2.24 5.03
H 0.93 3.71 3.82
H 0.48 2.10 3.83
H -1.36 3.55 4.26
H -0.70 4.27 5.73
H -2.04 3.37 7.64
H -3.14 1.97 7.27
H -3.22 3.31 6.28
H -1.29 0.82 4.24
H -2.97 1.24 4.65
H -2.04 0.10 5.63
H -1.09 1.27 8.52
C -4.26 -3.80 3.43
C -2.81 -4.27 3.64
C -2.29 -4.89 2.33
C -1.88 -3.10 3.99
C -0.54 -3.52 4.64
C -0.78 -4.42 5.90
C -1.71 -5.63 5.65
C -0.93 -6.84 4.99
C -2.38 -6.01 7.00
N -2.84 -5.25 4.76
O -3.76 -6.28 4.63
H -4.62 -3.36 4.36
H -4.31 -3.06 2.63
H -5.08 -4.50 3.27
H -2.71 -5.89 2.25
H -2.64 -4.24 1.52
H -1.21 -5.05 2.34
H -1.58 -2.60 3.07
H -2.45 -2.43 4.64
H 0.11 -4.06 3.95
H 0.09 -2.67 4.88
H -1.28 -3.84 6.68
H 0.20 -4.80 6.19
H -0.27 -7.29 5.74
H -0.34 -6.39 4.19
H -1.63 -7.50 4.47
H -1.63 -6.27 7.76
H -2.97 -6.92 6.88
H -3.01 -5.23 7.41
H -4.42 -5.90 5.21
C -0.01 -5.72 -0.71
C -0.69 -5.92 -2.19
C -2.17 -5.65 -2.15
C -0.29 -4.86 -3.18
C 1.05 -5.16 -3.84
C 1.02 -6.63 -4.32
C 0.73 -7.76 -3.28
C 0.54 -9.13 -4.09
C 1.93 -7.93 -2.31
N -0.51 -7.29 -2.67
O -1.00 -8.22 -1.72
H -0.26 -4.72 -0.36
H -0.42 -6.48 -0.04
H 1.07 -5.83 -0.63
H -2.40 -4.71 -1.65
H -2.69 -5.83 -3.09
H -2.69 -6.39 -1.53
H -1.05 -4.78 -3.96
H -0.15 -3.92 -2.66
H 1.16 -4.46 -4.67
H 1.88 -5.05 -3.13
H 1.95 -6.89 -4.82
H 0.28 -6.59 -5.12
H 1.39 -9.46 -4.69
H -0.34 -9.01 -4.72
H 0.25 -9.93 -3.42
H 1.58 -8.36 -1.37
H 2.38 -6.96 -2.12
H 2.75 -8.50 -2.74
H -1.70 -8.62 -2.24
O -2.08 5.95 -2.31
C -1.31 6.70 -1.46
C -0.71 7.94 -2.18
O -1.67 8.98 -2.18
H -2.75 6.51 -2.69
H -1.98 7.10 -0.70
H -0.54 6.09 -0.99
H -0.41 7.68 -3.19
H 0.11 8.34 -1.58
H -1.13 9.76 -2.06
```

SMILES string	CC1(C)CCCC(C)(C)N1O.CC1(C)CCCC(C)(C)N1O.CC1(C)CCCC(C)(C)N1O.CC1(C)CCCC(C)(C)N1O.CC1(C)CCCC(C)(C)N1O.CC1(C)CCCC(C)(C)N1O.CC1(C)CCCC(C)(C)N1O.OCCO
multiplicity	1
max |F|	3.14	eV/A
energy relative to the best compared isomer or geometry (same formula, charge and spin)	101.9	kcal per mole
net charge	0

***

Record 2
Below is C65H146As3F18NO21 as an isolated structure, with properties calculated with the ωB97M-V functional and the def2-TZVPD basis.

XYZ file:
```
254
C65H146As3F18NO21 the ωB97M-V functional and the def2-TZVPD basis
C -4.82 0.50 1.29
C -4.27 1.49 0.26
C -2.75 1.61 0.35
C -2.06 0.45 -0.31
N -0.59 0.58 -0.45
C -0.18 1.70 -1.42
C 0.96 1.18 -2.25
C 0.53 -0.25 -2.49
C -0.10 -0.68 -1.15
C 0.15 0.78 0.87
C -0.11 -0.27 1.92
C 0.66 -0.04 3.20
H -4.31 -0.47 1.36
H -5.86 0.24 1.08
H -4.73 0.94 2.29
H -4.85 2.41 0.35
H -4.55 1.14 -0.75
H -2.51 1.71 1.42
H -2.42 2.57 -0.05
H -2.44 0.28 -1.31
H -2.32 -0.46 0.24
H 0.05 2.56 -0.79
H -1.09 1.92 -1.97
H 1.89 1.25 -1.68
H 1.12 1.80 -3.14
H 1.36 -0.88 -2.80
H -0.17 -0.40 -3.31
H 0.61 -1.16 -0.48
H -0.85 -1.46 -1.24
H -0.15 1.77 1.22
H 1.19 0.80 0.56
H 0.09 -1.26 1.49
H -1.16 -0.27 2.23
H 0.23 0.78 3.78
H 1.71 0.20 2.96
H 0.79 -0.94 3.80
As -2.85 1.82 -4.79
F -3.06 3.20 -5.87
F -1.12 1.87 -5.17
F -2.68 0.42 -3.72
F -4.60 1.84 -4.49
F -3.06 0.71 -6.15
F -2.60 2.87 -3.42
As 3.59 3.17 0.96
F 4.90 3.63 -0.14
F 4.74 2.74 2.21
F 2.23 2.59 1.92
F 2.46 3.67 -0.31
F 3.66 1.52 0.28
F 3.44 4.76 1.65
As -1.10 5.18 1.70
F 0.65 5.17 1.55
F -1.24 6.52 0.61
F -2.86 5.14 1.85
F -1.07 3.75 2.74
F -0.94 6.28 3.04
F -1.15 4.09 0.29
C 6.68 -5.17 -5.54
C 5.87 -4.26 -4.64
C 5.97 -2.79 -4.99
C 4.96 -1.95 -4.22
C 5.00 -0.47 -4.62
C 4.23 0.42 -3.64
H 6.49 -4.85 -6.57
H 6.42 -6.22 -5.52
H 7.76 -5.06 -5.35
H 4.84 -4.62 -4.70
H 6.03 -4.47 -3.57
H 5.81 -2.73 -6.08
H 6.99 -2.40 -4.88
H 3.92 -2.26 -4.34
H 5.19 -1.98 -3.15
H 6.03 -0.11 -4.69
H 4.54 -0.35 -5.61
H 4.37 1.49 -3.77
H 3.17 0.23 -3.86
H 4.40 0.09 -2.62
C 0.40 -0.51 -6.41
C 0.84 -1.91 -5.96
C 2.07 -2.44 -6.69
C 2.37 -3.91 -6.51
C 3.45 -4.48 -7.45
C 3.76 -5.96 -7.30
H -0.49 -0.22 -5.85
H 0.17 -0.49 -7.47
H 1.14 0.22 -6.09
H 1.07 -1.88 -4.89
H -0.05 -2.54 -6.07
H 2.96 -1.85 -6.47
H 1.82 -2.35 -7.76
H 2.54 -4.14 -5.45
H 1.46 -4.47 -6.76
H 3.14 -4.25 -8.47
H 4.41 -3.96 -7.34
H 4.21 -6.24 -6.35
H 2.82 -6.53 -7.32
H 4.34 -6.33 -8.14
C -2.69 10.30 1.36
O -2.64 9.79 0.06
C -3.82 9.05 -0.24
C -3.83 8.77 -1.73
O -2.54 8.27 -2.13
C -2.59 7.32 -3.18
C -2.83 5.93 -2.60
O -4.15 5.80 -2.09
C -4.32 4.80 -1.10
H -1.70 10.65 1.64
H -3.01 9.58 2.13
H -3.27 11.23 1.44
H -4.72 9.60 0.06
H -3.71 8.10 0.29
H -3.81 9.70 -2.32
H -4.67 8.12 -1.98
H -1.60 7.29 -3.64
H -3.29 7.65 -3.96
H -2.05 5.79 -1.85
H -2.65 5.12 -3.31
H -3.53 4.78 -0.33
H -4.30 3.81 -1.59
H -5.28 4.99 -0.63
C -0.24 -1.54 8.21
O 0.57 -1.48 7.06
C 1.05 -0.19 6.73
C 1.85 0.48 7.83
O 1.02 1.13 8.78
C 1.70 1.79 9.84
C 2.36 0.81 10.80
O 3.71 0.64 10.38
C 4.45 -0.19 11.24
H 0.23 -1.12 9.10
H -0.38 -2.60 8.45
H -1.19 -1.04 7.99
H 0.21 0.47 6.48
H 1.68 -0.27 5.85
H 2.51 1.21 7.34
H 2.57 -0.16 8.35
H 0.97 2.46 10.30
H 2.46 2.43 9.38
H 1.78 -0.11 10.73
H 2.38 1.23 11.81
H 3.99 -1.18 11.33
H 4.59 0.28 12.22
H 5.44 -0.33 10.80
C 2.46 -5.26 6.82
O 3.37 -4.24 6.49
C 2.93 -3.31 5.54
C 4.03 -2.28 5.28
O 3.63 -1.56 4.15
C 4.45 -0.46 3.79
C 5.01 0.34 4.95
O 4.08 0.92 5.80
C 3.45 2.07 5.23
H 1.62 -4.77 7.31
H 2.97 -6.03 7.40
H 2.13 -5.78 5.92
H 2.05 -2.78 5.91
H 2.67 -3.79 4.58
H 4.99 -2.79 5.15
H 4.10 -1.61 6.15
H 3.87 0.16 3.10
H 5.27 -0.80 3.14
H 5.67 1.14 4.57
H 5.70 -0.32 5.48
H 2.55 2.40 5.76
H 3.20 1.84 4.20
H 4.19 2.87 5.30
C 0.42 -7.13 -4.94
O 0.30 -6.34 -3.79
C -0.41 -5.15 -4.07
C -0.60 -4.26 -2.83
O 0.54 -3.48 -2.58
C 1.58 -4.11 -1.86
C 2.66 -3.12 -1.42
O 2.29 -2.58 -0.13
C 3.31 -1.81 0.49
H -0.51 -7.43 -5.43
H 0.97 -8.04 -4.68
H 1.05 -6.64 -5.70
H -1.39 -5.38 -4.52
H 0.13 -4.55 -4.81
H -0.78 -4.97 -2.00
H -1.53 -3.70 -2.88
H 2.06 -4.89 -2.44
H 1.16 -4.52 -0.93
H 2.86 -2.25 -2.05
H 3.60 -3.64 -1.23
H 3.77 -1.19 -0.30
H 4.11 -2.46 0.85
H 2.91 -1.22 1.31
C -4.03 -2.39 -2.62
O -3.44 -2.72 -1.37
C -4.38 -3.31 -0.51
C -3.81 -3.51 0.87
O -2.74 -4.45 0.81
C -1.45 -3.86 0.80
C -0.40 -4.83 1.25
O -0.49 -5.07 2.64
C 0.42 -6.07 3.06
H -4.78 -1.63 -2.41
H -4.54 -3.26 -3.05
H -3.37 -2.01 -3.40
H -4.73 -4.26 -0.94
H -5.30 -2.70 -0.42
H -4.54 -3.90 1.58
H -3.55 -2.53 1.28
H -1.38 -2.97 1.45
H -1.25 -3.44 -0.19
H 0.59 -4.41 1.03
H -0.53 -5.79 0.73
H 0.12 -6.29 4.08
H 1.46 -5.75 2.96
H 0.32 -6.96 2.41
O -1.12 4.96 -6.77
C 0.08 5.02 -6.81
O 0.86 4.93 -5.72
C 0.18 4.74 -4.48
C 1.19 4.84 -3.34
C 0.85 5.39 -8.06
H -0.17 3.70 -4.46
H -0.73 5.33 -4.37
H 2.16 4.37 -3.52
H 0.77 4.48 -2.39
H 1.42 5.89 -3.13
H 0.19 5.66 -8.88
H 1.49 4.58 -8.42
H 1.45 6.26 -7.81
O -2.87 -1.40 3.26
C -2.14 -1.49 4.22
O -2.04 -0.52 5.14
C -2.90 0.61 5.02
C -2.18 1.75 4.29
C -1.27 -2.68 4.48
H -3.20 0.93 6.02
H -3.89 0.37 4.61
H -1.80 1.36 3.35
H -1.37 2.03 4.96
H -2.85 2.61 4.20
H -1.19 -3.24 3.54
H -1.69 -3.35 5.23
H -0.30 -2.37 4.86
O -7.04 -0.58 -2.32
C -7.69 0.34 -1.88
O -8.30 0.31 -0.70
C -8.23 -0.88 0.08
C -8.95 -0.60 1.40
C -7.71 1.69 -2.56
H -7.20 -1.11 0.34
H -8.63 -1.80 -0.35
H -8.46 0.22 1.92
H -8.93 -1.51 2.00
H -9.99 -0.34 1.23
H -8.20 1.61 -3.53
H -6.66 1.94 -2.74
H -8.29 2.39 -1.97
```

multiplicity	1
max |F|	2.32	eV/A
net charge	-2

***

Computed HOMO, in the same sequence as the records: -7.80; -4.84 eV.
Computed E_LUMO, in the same sequence as the records: 0.319; 3.080 eV.